ORCA calculation (wB97M-V/def2-TZVPD) on C17H19NO6S in the gas phase.

Structure (XYZ):
```
44
Properties=species:S:1:pos:R:3:forces:R:3
C -1.09458 4.07507 1.74964 -0.11 0.10 0.10
O -0.11086 3.54244 0.89937 0.18 -0.28 -0.30
C -0.46499 2.54511 0.02393 0.08 0.11 0.07
C -1.74768 2.01958 -0.04704 -0.02 0.12 0.10
C -2.06750 0.97838 -0.90244 0.09 -0.02 -0.04
C -1.09516 0.41448 -1.71271 0.10 0.10 -0.06
C -1.35993 -0.75727 -2.61989 -0.23 -0.02 -0.01
C -2.42141 -1.73993 -2.10370 0.24 0.10 -0.62
N -2.28163 -2.12636 -0.72054 0.56 -0.67 0.46
S -0.99763 -3.07993 -0.27490 -0.35 0.14 0.39
O -1.32938 -3.63377 1.00289 0.06 0.32 0.09
O -0.70533 -3.95807 -1.36760 0.12 0.30 -0.27
C 0.39167 -1.96703 -0.01249 -0.38 -0.54 -0.19
C 1.52795 -2.08501 -0.78854 -0.03 -0.09 -0.08
C 2.60617 -1.24472 -0.55163 -0.04 0.01 0.05
C 2.53101 -0.29508 0.45009 -0.09 0.03 0.16
C 1.37782 -0.18061 1.22608 -0.13 -0.34 -0.18
C 1.33126 0.85974 2.27864 0.27 0.35 0.20
O 2.24889 1.58888 2.56096 0.07 -0.04 -0.04
O 0.14960 0.93397 2.90627 -0.53 -0.14 0.15
C 0.30174 -1.03346 0.99725 0.16 0.21 0.22
C 0.17584 0.96577 -1.67389 -0.12 0.23 0.11
C 0.51944 2.02123 -0.83564 -0.07 -0.03 -0.18
O 1.81504 2.41250 -0.95601 -0.28 -0.26 -0.06
C 2.34582 3.48687 -0.20590 0.31 0.41 0.25
H -1.89316 4.56735 1.18493 0.01 -0.04 0.03
H -1.52977 3.30787 2.39888 -0.01 0.02 -0.04
H -0.57824 4.81574 2.35910 -0.09 -0.03 -0.01
H -2.52717 2.42330 0.57862 -0.03 0.08 0.10
H -3.08704 0.62598 -0.92984 -0.16 -0.07 0.01
H -0.42326 -1.29780 -2.76836 0.01 0.01 -0.08
H -1.68656 -0.39403 -3.59887 0.07 -0.08 -0.05
H -2.35139 -2.66682 -2.67521 -0.18 0.17 -0.14
H -3.42539 -1.32775 -2.23236 0.05 -0.10 0.04
H -2.43266 -1.38230 -0.05769 -0.04 0.07 0.23
H 1.54979 -2.84154 -1.55794 0.08 -0.06 -0.11
H 3.50135 -1.33167 -1.14791 0.07 -0.01 -0.05
H 3.35478 0.37311 0.64858 0.06 0.06 0.01
H 0.19167 1.62382 3.58781 0.25 -0.09 -0.19
H -0.58437 -0.98202 1.60911 -0.08 0.09 0.12
H 0.95809 0.57790 -2.30750 0.13 -0.08 -0.07
H 2.37316 3.25899 0.86070 0.00 0.05 -0.12
H 1.78812 4.41006 -0.37125 0.06 -0.06 -0.02
H 3.36379 3.60761 -0.57587 -0.05 0.02 0.03
```
Positions in Å, forces in eV/Å.

Charge: 0
Molecular weight, Da: 365.41
Energy above the lowest of the compared OMol25 structures with the same formula, charge and spin, kcal/mol: 12.8
LUMO energy, eV: 0.093

natural (NBO) atomic charge list, values in e, 2 entries:
1. C -0.25
2. O -0.52